This record from the OMol25 dataset describes a molecular structure, C4H9NO. The level of theory is ωB97M-V/def2-TZVPD.

Element x y z (Å)
C: -0.98 -0.27 -0.92
C: -1.37 -0.74 1.30
O: -0.68 0.35 1.78
C: 0.36 0.67 1.06
N: 0.61 -0.07 0.01
C: 1.72 0.36 -0.82
H: -1.78 0.46 -0.80
H: -0.40 0.02 -1.80
H: -1.36 -1.27 -1.08
H: -2.28 -0.86 1.88
H: -0.75 -1.63 1.20
H: 0.84 1.61 1.33
H: 1.78 1.45 -0.96
H: 1.64 -0.10 -1.80
H: 2.66 0.02 -0.37

Output
Electronic energy   -7826.4629 eV
2S+1   1
Total charge   0
Orbital gap (alpha / beta)   7.653 / 7.654 eV
ΔE to the lowest compared entry with this formula, charge and spin   565.1 kJ/mol

These are the Mulliken partial charges, in e, on atoms 1 to 4:
1. C -0.873
2. C -0.707
3. O -0.274
4. C 0.098



This record from the OMol25 dataset describes C4H9NO in the gas phase in a non-equilibrium geometry. The level of theory is ωB97M-V/def2-TZVPD.

Element x y z (Å)
C: 0.94 -0.61 -1.26
C: 0.80 0.48 -0.58
C: 0.65 1.95 -0.93
O: 0.40 0.24 1.10
N: -0.02 -1.12 1.12
C: -1.45 -1.13 1.25
H: 1.02 -1.59 -0.91
H: 0.94 -0.50 -2.32
H: -0.20 2.44 -0.42
H: 1.60 2.50 -0.86
H: 0.48 2.03 -2.13
H: 0.43 -1.38 2.02
H: -1.74 -0.22 1.83
H: -1.93 -1.08 0.35
H: -1.92 -2.00 1.75

Output
Electronic energy   -7827.3148 eV
SMILES   C=C(C)ONC
2S+1   1
Total charge   0
Orbital gap   9.908 eV
ΔE to the lowest compared entry with this formula, charge and spin   482.9 kJ/mol

These are the Mulliken partial charges, in e, on atoms 1 to 4:
1. C -0.727
2. C 0.490
3. C -0.891
4. O -0.384